C3H6BClO2 | ωB97M-V/def2-TZVPD

The frontier orbital gap comes out at 9.37 eV. The LUMO energy is 0.06 eV. Its HOMO energy is -9.31 eV. As for the SMILES: C/C=C/Cl.O=BO. As for the total energy: -20502.5652 eV. As for the energy relative to the best compared isomer or geometry (same formula, charge and spin): 40.8 kcal/mol.

ORCA input file:
```
! wB97M-V def2-TZVPD RIJCOSX def2/J DEFGRID3
* xyz 0 1
C 0.857 -0.668 1.002
C -0.634 -0.359 1.194
C -1.189 0.763 0.663
Cl -2.846 1.273 0.865
H 1.287 -0.896 2.050
H 1.422 0.076 0.527
H 0.890 -1.575 0.237
H -0.975 -1.022 1.987
H -0.668 1.325 -0.149
O 1.449 1.474 -1.389
B 0.690 0.641 -1.732
O -0.099 -0.230 -2.273
H -0.186 -0.804 -2.982
*
```

***

C3H6Br2NS | ωB97M-V/def2-TZVPD

The frontier orbital gap (spin up / spin down) comes out at 7.68 / 8.11 eV. The LUMO energy (spin up / spin down) is -5.01 / -5.09 eV. Its HOMO energy (spin up / spin down) is -12.69 / -13.20 eV. As for the total energy: -155607.5594 eV. As for the energy relative to the best compared isomer or geometry (same formula, charge and spin): 64.7 kcal/mol.

ORCA input file:
```
! wB97M-V def2-TZVPD RIJCOSX def2/J DEFGRID3
* xyz 1 1
C -0.651 0.694 -1.009
C -0.266 -0.536 1.113
C -2.581 -0.001 0.369
N 0.255 0.475 0.053
S -1.764 0.233 1.831
Br -3.807 1.283 -0.331
Br -3.139 -1.732 -0.082
H -0.694 0.008 -1.838
H -1.048 1.726 -1.372
H -0.783 -1.297 0.375
H 0.510 -0.758 1.778
H 1.087 -0.096 -0.258
H 0.548 1.370 0.489
*
```

***

C3H6BrN2S | ωB97M-V/def2-TZVPD

The frontier orbital gap comes out at 9.80 eV. The LUMO energy is -4.24 eV. Its HOMO energy is -14.04 eV. As for the SMILES: [NH3+][C@@]1(Br)N=CCS1. As for the total energy: -87057.9513 eV. As for the energy relative to the best compared isomer or geometry (same formula, charge and spin): 35.3 kcal/mol.

ORCA input file:
```
! wB97M-V def2-TZVPD RIJCOSX def2/J DEFGRID3
* xyz 1 1
N 1.009 1.510 -0.749
C 1.220 -0.076 0.019
Br 3.172 -0.092 0.064
N 0.605 -0.138 1.223
C -0.392 -0.909 1.291
C -0.812 -1.654 0.102
S 0.427 -1.306 -1.166
H 0.727 2.286 -0.154
H 0.448 1.425 -1.636
H 1.981 1.808 -1.129
H -0.818 -0.770 2.294
H -0.921 -2.681 0.332
H -1.744 -1.299 -0.158
*
```

***

C3H6BrP | ωB97M-V/def2-TZVPD

The frontier orbital gap comes out at 9.29 eV. The LUMO energy is 0.64 eV. Its HOMO energy is -8.65 eV. As for the SMILES: C/C=C/PBr. As for the total energy: -82538.3259 eV. As for the energy relative to the best compared isomer or geometry (same formula, charge and spin): 5.7 kcal/mol.

ORCA input file:
```
! wB97M-V def2-TZVPD RIJCOSX def2/J DEFGRID3
* xyz 0 1
C 1.412 -0.296 1.066
C 0.304 0.008 -0.072
C -0.767 -0.565 -0.669
P -1.410 0.286 -2.147
Br -3.585 -0.091 -1.926
H 0.990 -0.999 1.772
H 2.052 -0.881 0.459
H 1.786 0.689 1.407
H 0.683 0.953 -0.569
H -1.249 -1.380 -0.188
H -1.403 1.687 -1.834
*
```

***

C3H6CdO3 | ωB97M-V/def2-TZVPD

The frontier orbital gap comes out at 6.69 eV. The LUMO energy is -1.39 eV. Its HOMO energy is -8.08 eV. As for the total energy: -13910.8743 eV. As for the energy relative to the best compared isomer or geometry (same formula, charge and spin): 48.4 kcal/mol.

ORCA input file:
```
! wB97M-V def2-TZVPD RIJCOSX def2/J DEFGRID3
* xyz 0 1
O -1.378 -1.390 1.271
C -0.973 -1.935 2.283
H -1.560 -2.740 2.754
H -0.065 -1.584 2.805
O -0.897 1.575 -0.680
C 0.400 2.084 -0.821
C 1.385 1.004 -1.318
O 1.234 -0.199 -0.614
Cd -0.610 -0.228 -0.168
H 0.779 2.466 0.155
H 0.429 2.939 -1.528
H 2.418 1.403 -1.229
H 1.199 0.846 -2.404
*
```

***

C3H6Cl2N2 | ωB97M-V/def2-TZVPD

The frontier orbital gap comes out at 9.75 eV. The LUMO energy is 0.87 eV. Its HOMO energy is -8.89 eV. As for the total energy: -31230.3723 eV. As for the energy relative to the best compared isomer or geometry (same formula, charge and spin): 36.3 kcal/mol.

ORCA input file:
```
! wB97M-V def2-TZVPD RIJCOSX def2/J DEFGRID3
* xyz 0 1
C -0.369 1.061 0.187
C 0.905 0.434 0.812
C -0.773 -0.946 -0.689
N -0.662 0.372 -1.041
N 0.554 -0.999 0.768
Cl -2.298 -1.404 -0.025
Cl 1.886 -1.828 0.045
H -1.065 0.852 1.041
H -0.529 2.144 -0.016
H 1.871 0.753 0.256
H 0.836 0.720 1.792
H -0.306 -1.644 -1.307
H -0.052 0.486 -1.823
*
```

***

C3H6Cl2O | ωB97M-V/def2-TZVPD

The frontier orbital gap comes out at 11.73 eV. The LUMO energy is 0.73 eV. Its HOMO energy is -11.00 eV. As for the SMILES: C[C@](O)(Cl)CCl. As for the total energy: -30300.4131 eV. As for the energy relative to the best compared isomer or geometry (same formula, charge and spin): 6.9 kcal/mol.

ORCA input file:
```
! wB97M-V def2-TZVPD RIJCOSX def2/J DEFGRID3
* xyz 0 1
C 0.644 -0.922 0.552
C -0.395 -0.121 -0.199
O -1.658 0.076 0.517
Cl -0.701 -1.056 -1.725
C 0.093 1.308 -0.381
Cl 1.655 1.546 -1.335
H 1.289 -0.397 1.254
H 0.180 -1.685 1.168
H 1.366 -1.555 -0.114
H -2.047 -0.758 0.536
H 0.277 1.620 0.616
H -0.703 1.944 -0.889
*
```

***

C3H6Cl2Si | ωB97M-V/def2-TZVPD

The frontier orbital gap comes out at 9.49 eV. The LUMO energy is -0.55 eV. Its HOMO energy is -10.04 eV. As for the total energy: -36127.1917 eV. As for the energy relative to the best compared isomer or geometry (same formula, charge and spin): 145.1 kcal/mol.

ORCA input file:
```
! wB97M-V def2-TZVPD RIJCOSX def2/J DEFGRID3
* xyz 0 1
C 3.581 -0.117 -0.470
C 2.919 -0.712 0.476
C -2.210 0.541 1.077
Si -1.535 -0.172 -0.536
Cl 3.298 0.634 -1.962
Cl 0.471 -0.669 -0.028
H 4.596 -0.553 -0.265
H -1.699 0.038 1.880
H -2.118 1.546 1.311
H -3.253 0.256 1.209
H -1.609 0.562 -1.758
H -2.441 -1.354 -0.934
*
```

***

C3H6Cl4Si | ωB97M-V/def2-TZVPD

The frontier orbital gap comes out at 8.81 eV. The LUMO energy is -0.51 eV. Its HOMO energy is -9.32 eV. As for the total energy: -61176.0898 eV. As for the energy relative to the best compared isomer or geometry (same formula, charge and spin): 97.1 kcal/mol.

ORCA input file:
```
! wB97M-V def2-TZVPD RIJCOSX def2/J DEFGRID3
* xyz 0 1
C -1.235 -1.677 0.202
C 0.161 0.206 -0.498
C -0.715 1.377 -0.277
Si 1.817 0.127 0.364
Cl -1.008 1.678 1.454
Cl -2.291 1.213 -1.103
Cl 2.956 1.601 -0.445
Cl 2.652 -1.655 -0.047
H -0.535 -2.466 0.025
H -1.392 -1.377 1.218
H -2.026 -1.521 -0.498
H 0.125 -0.141 -1.524
H -0.269 2.300 -0.670
H 1.760 0.335 1.798
*
```

***

C3H6ClCo2O | ωB97M-V/def2-TZVPD

The frontier orbital gap (spin up / spin down) comes out at 6.45 / 4.71 eV. The LUMO energy (spin up / spin down) is -19.67 / -21.50 eV. Its HOMO energy (spin up / spin down) is -26.12 / -26.21 eV. Its expectation value of S² is 15.7637. As for the total energy: -92972.8351 eV.

ORCA input file:
```
! wB97M-V def2-TZVPD RIJCOSX def2/J DEFGRID3
* xyz 4 8
Co 0.365 0.026 4.597
Co 0.602 4.398 1.900
Cl 0.244 2.121 3.059
C -0.020 -1.577 -1.855
C -0.525 -1.005 -0.575
O -1.293 -1.572 0.188
C -0.026 0.409 -0.252
H 1.066 -1.641 -1.919
H -0.365 -0.930 -2.661
H -0.384 -2.596 -1.990
H -0.626 1.283 -0.509
H 0.889 0.596 -0.814
H 0.072 0.487 0.831
*
```

***

C3H6ClF | ωB97M-V/def2-TZVPD

The frontier orbital gap comes out at 4.20 eV. The LUMO energy is -2.15 eV. Its HOMO energy is -6.35 eV. As for the total energy: -18442.2604 eV. As for the energy relative to the best compared isomer or geometry (same formula, charge and spin): 135.9 kcal/mol.

ORCA input file:
```
! wB97M-V def2-TZVPD RIJCOSX def2/J DEFGRID3
* xyz 0 1
C 1.746 1.353 0.792
C -1.453 -1.435 -0.676
C -0.613 -1.406 0.547
F -1.289 -1.385 1.719
Cl 0.812 -2.349 0.625
H 2.061 2.360 0.640
H 0.926 0.947 0.241
H 2.186 0.767 1.570
H -0.820 -1.316 -1.552
H -2.172 -0.620 -0.632
H -2.011 -2.374 -0.767
*
```

***

C3H6ClFNO3P | ωB97M-V/def2-TZVPD

The frontier orbital gap comes out at 11.14 eV. The LUMO energy is 0.40 eV. Its HOMO energy is -10.74 eV. As for the total energy: -35369.5435 eV. As for the energy relative to the best compared isomer or geometry (same formula, charge and spin): 46.7 kcal/mol.

ORCA input file:
```
! wB97M-V def2-TZVPD RIJCOSX def2/J DEFGRID3
* xyz 0 1
C -0.641 -0.130 0.431
C -1.435 -2.349 0.813
C 1.409 1.190 -1.778
N 0.133 0.846 0.626
O -1.095 -0.092 -0.841
O -1.175 2.542 -1.069
O -0.836 -1.157 1.208
F 1.933 1.250 2.972
P -0.300 1.417 -0.909
Cl 2.233 -0.265 -1.277
H -2.480 -2.040 0.485
H -1.274 -3.135 1.612
H -0.998 -2.913 -0.091
H 1.185 1.100 -2.790
H 1.919 2.114 -1.644
H 1.423 1.622 2.252
*
```

***

C3H6ClN2S | ωB97M-V/def2-TZVPD

The frontier orbital gap comes out at 8.49 eV. The LUMO energy is -5.10 eV. Its HOMO energy is -13.60 eV. As for the SMILES: C/C(N)=[NH+]/C(=S)Cl. As for the total energy: -29539.6021 eV. As for the energy relative to the best compared isomer or geometry (same formula, charge and spin): 0.0 kcal/mol.

ORCA input file:
```
! wB97M-V def2-TZVPD RIJCOSX def2/J DEFGRID3
* xyz 1 1
C 0.513 0.429 0.665
C -0.451 -0.236 -0.244
N -0.062 -0.662 -1.414
N -1.704 -0.352 0.209
C -2.886 -0.898 -0.294
S -4.220 -0.843 0.617
Cl -2.852 -1.607 -1.874
H 0.244 1.479 0.794
H 1.528 0.384 0.279
H 0.496 -0.030 1.653
H 0.898 -0.547 -1.708
H -0.720 -1.113 -2.047
H -1.868 0.033 1.140
*
```

***

C3H6ClN3S | ωB97M-V/def2-TZVPD

The frontier orbital gap comes out at 8.36 eV. The LUMO energy is 0.38 eV. Its HOMO energy is -7.97 eV. As for the SMILES: NC(N)=C(Cl)/C=N\S. As for the total energy: -31033.7809 eV. As for the energy relative to the best compared isomer or geometry (same formula, charge and spin): 63.1 kcal/mol.

ORCA input file:
```
! wB97M-V def2-TZVPD RIJCOSX def2/J DEFGRID3
* xyz 0 1
N -1.705 1.262 -0.099
C -0.581 0.501 0.057
N 0.629 1.265 0.210
C -0.619 -0.890 0.039
Cl -2.243 -1.615 -0.381
C 0.332 -1.800 0.506
N 1.622 -1.791 0.262
S 2.658 -0.662 -0.514
H -1.507 2.203 -0.334
H -2.478 0.888 -0.644
H 1.408 0.799 0.607
H 0.665 2.488 0.233
H 0.130 -2.617 1.245
H 1.688 -0.031 -1.187
*
```

***

C3H6ClNO2 | ωB97M-V/def2-TZVPD

The frontier orbital gap comes out at 10.47 eV. The LUMO energy is 0.55 eV. Its HOMO energy is -9.91 eV. As for the SMILES: O=C1CNCO1.Cl. As for the total energy: -21315.8315 eV. As for the energy relative to the best compared isomer or geometry (same formula, charge and spin): 6.6 kcal/mol.

ORCA input file:
```
! wB97M-V def2-TZVPD RIJCOSX def2/J DEFGRID3
* xyz 0 1
O 3.516 -0.093 0.453
C 2.355 -0.192 0.201
C 1.295 0.921 0.170
N 0.169 0.316 -0.527
C 0.331 -1.087 -0.244
O 1.735 -1.342 -0.105
H 1.660 1.829 -0.304
H 1.008 1.149 1.203
H 0.251 0.488 -1.526
H -0.146 -1.323 0.717
H -0.072 -1.731 -1.024
Cl -4.621 -0.236 0.124
H -3.539 0.048 0.741
*
```

***

C3H6ClNO3 | ωB97M-V/def2-TZVPD

The frontier orbital gap comes out at 9.82 eV. The LUMO energy is 0.35 eV. Its HOMO energy is -9.47 eV. As for the SMILES: O=[N+]([O-])O.C/C=C/Cl. As for the total energy: -23358.1126 eV. As for the energy relative to the best compared isomer or geometry (same formula, charge and spin): 108.7 kcal/mol.

ORCA input file:
```
! wB97M-V def2-TZVPD RIJCOSX def2/J DEFGRID3
* xyz 0 1
O -1.695 -1.780 0.201
N -1.751 -0.641 0.388
O -1.546 0.008 1.313
O -2.402 -0.019 -0.784
H -2.299 0.963 -0.794
C 1.397 -0.979 -0.300
C 0.948 0.459 -0.442
C 0.856 1.248 0.611
Cl 0.211 2.852 0.528
H 2.300 -1.068 0.271
H 0.591 -1.498 0.239
H 1.456 -1.500 -1.368
H 0.653 0.852 -1.450
H 1.281 1.103 1.588
*
```

***

C3H6ClNOS | ωB97M-V/def2-TZVPD

The frontier orbital gap comes out at 8.36 eV. The LUMO energy is 0.36 eV. Its HOMO energy is -8.00 eV. As for the SMILES: NC(=S)OCCCl. As for the total energy: -30100.7396 eV. As for the energy relative to the best compared isomer or geometry (same formula, charge and spin): 62.9 kcal/mol.

ORCA input file:
```
! wB97M-V def2-TZVPD RIJCOSX def2/J DEFGRID3
* xyz 0 1
N -1.385 0.605 -0.756
C -1.383 -0.438 0.087
S -2.356 -1.874 -0.009
O -0.421 -0.689 0.887
C 0.495 0.242 0.827
C 1.481 -0.103 -0.362
Cl 1.791 -1.850 -0.231
H -0.845 1.401 -0.426
H -2.336 0.784 -1.276
H 1.205 0.000 1.665
H -0.076 1.134 0.922
H 2.613 0.345 0.018
H 1.217 0.444 -1.345
*
```

***

C3H6ClNOS | ωB97M-V/def2-TZVPD

The frontier orbital gap comes out at 8.92 eV. The LUMO energy is 0.50 eV. Its HOMO energy is -8.42 eV. As for the SMILES: NC(=S)OCCCl. As for the total energy: -30103.2146 eV. As for the energy relative to the best compared isomer or geometry (same formula, charge and spin): 5.8 kcal/mol.

ORCA input file:
```
! wB97M-V def2-TZVPD RIJCOSX def2/J DEFGRID3
* xyz 0 1
N 2.004 0.529 -0.368
C 1.117 0.203 0.652
S 1.026 1.055 2.089
O 0.291 -0.797 0.530
C 0.084 -1.320 -0.774
C -0.722 -0.435 -1.676
Cl -2.359 -0.114 -1.001
H 2.553 -0.171 -0.789
H 2.522 1.377 -0.156
H -0.471 -2.243 -0.598
H 1.047 -1.566 -1.272
H -0.873 -0.931 -2.632
H -0.324 0.570 -1.849
*
```

***

C3H6ClO4P | ωB97M-V/def2-TZVPD

The frontier orbital gap comes out at 7.33 eV. The LUMO energy is 5.27 eV. Its HOMO energy is -2.06 eV. As for the total energy: -33210.7225 eV. As for the energy relative to the best compared isomer or geometry (same formula, charge and spin): 65.2 kcal/mol.

ORCA input file:
```
! wB97M-V def2-TZVPD RIJCOSX def2/J DEFGRID3
* xyz -2 1
C -0.480 0.684 -1.905
C -0.062 -0.027 -0.664
C -0.982 0.079 0.390
O 1.799 0.014 1.418
O 1.029 2.327 0.745
O 2.471 0.888 -0.867
O -1.224 -0.313 1.454
P 1.447 1.061 0.147
Cl -1.387 -8.451 5.214
H -1.297 0.099 -2.486
H -0.969 1.768 -1.640
H 0.352 0.956 -2.695
H 0.284 -1.056 -0.976
H -2.552 1.340 -0.232
H 1.569 0.632 2.098
*
```

***

C3H6ClP | ωB97M-V/def2-TZVPD

The frontier orbital gap comes out at 9.12 eV. The LUMO energy is 0.04 eV. Its HOMO energy is -9.08 eV. As for the SMILES: [H]/P=C(\Cl)CC. As for the total energy: -25017.6619 eV. As for the energy relative to the best compared isomer or geometry (same formula, charge and spin): 25.2 kcal/mol.

ORCA input file:
```
! wB97M-V def2-TZVPD RIJCOSX def2/J DEFGRID3
* xyz 0 1
H -2.417 1.670 0.150
P -1.081 1.769 -0.033
C -0.997 0.070 -0.085
Cl -2.477 -0.898 0.013
C 0.191 -0.752 -0.044
C 1.418 0.098 -0.050
H 0.136 -1.397 -0.826
H 0.035 -1.389 1.005
H 1.535 0.775 -0.873
H 2.275 -0.498 -0.203
H 1.383 0.550 0.946
*
```